(1)
DFT (ωB97M-V with the def2-TZVPD basis set) results for a cluster of 11 separate species, H22O11 in total at a distorted geometry.

SMILES string	O.O.O.O.O.O.O.O.O.O.O

Bonds (Å) are listed after each position.
Positions of all 33 atoms, in Å:
1 O -0.160 0.220 2.841  H2 0.925, H3 0.962
2 H -0.334 -0.096 1.989  O1 0.925
3 H -1.026 0.622 2.965  O1 0.962
4 O 0.698 0.097 0.287  H5 0.985, H6 1.017
5 H -0.134 0.305 -0.197  O4 0.985
6 H 0.925 -0.892 0.356  O4 1.017
7 O 1.461 -2.442 0.295  H8 0.952, H9 0.945
8 H 1.948 -3.015 0.878  O7 0.952
9 H 1.865 -2.479 -0.558  O7 0.945
10 O 2.643 0.028 2.585  H11 0.960, H12 0.956
11 H 1.769 0.053 2.188  O10 0.960
12 H 3.266 0.129 1.867  O10 0.956
13 O -0.764 2.429 -3.042  H14 0.961, H15 0.974
14 H -0.341 2.072 -2.257  O13 0.961
15 H -0.273 3.232 -3.290  O13 0.974
16 O -1.817 0.443 -0.756  H17 0.958, H18 1.004
17 H -1.774 0.330 -1.707  O16 0.958
18 H -2.040 -0.490 -0.456  O16 1.004
19 O 1.757 1.271 -1.711  H20 0.947, H21 0.948
20 H 1.618 0.813 -2.528  O19 0.947
21 H 1.594 0.578 -1.085  O19 0.948
22 O -1.633 -2.154 -0.043  H23 0.961, H24 1.006
23 H -2.463 -2.635 0.033  O22 0.961
24 H -1.182 -2.377 -0.913  O22 1.006
25 O -0.163 -4.624 0.587  H26 0.940, H27 0.986
26 H -0.916 -4.756 1.135  O25 0.940
27 H -0.013 -3.703 0.267  O25 0.986
28 O -1.903 2.670 0.747  H29 0.989, H30 0.984
29 H -2.641 3.113 0.258  O28 0.989
30 H -1.820 1.812 0.272  O28 0.984
31 O 0.647 3.484 -0.507  H32 0.968, H33 0.921
32 H 0.252 3.276 0.351  O31 0.968
33 H 0.953 2.686 -0.850  O31 0.921

Atom charges from the Mulliken analysis, given in e for atoms 1 to 4: -0.639 0.156 0.335 -0.649

(2)
DFT (ωB97M-V with the def2-TZVPD basis set) results for a cluster of 11 separate species, H22O11 in total at a distorted geometry.

SMILES string	O.O.O.O.O.O.O.O.O.O.O

Bonds (Å) are listed after each position.
Positions of all 33 atoms, in Å:
1 O 1.908 -1.146 -1.179  H2 0.957, H3 0.957
2 H 1.540 -1.606 -1.934  O1 0.957
3 H 2.405 -0.421 -1.559  O1 0.957
4 O 3.262 0.157 0.736  H5 0.957, H6 0.957
5 H 4.153 -0.125 0.526  O4 0.957
6 H 2.699 -0.470 0.282  O4 0.957
7 O 1.009 1.822 0.435  H8 0.957, H9 0.957
8 H 1.365 2.652 0.118  O7 0.957
9 H 1.769 1.243 0.494  O7 0.957
10 O 0.027 -1.845 -3.221  H11 0.957, H12 0.957
11 H -0.857 -2.007 -2.890  O10 0.957
12 H 0.195 -2.570 -3.823  O10 0.957
13 O -0.640 -0.268 -0.231  H14 0.957, H15 0.957
14 H 0.144 -0.663 -0.611  O13 0.957
15 H -0.402 0.648 -0.089  O13 0.957
16 O 0.916 2.369 2.935  H17 0.957, H18 0.957
17 H -0.039 2.429 2.947  O16 0.957
18 H 1.129 2.100 2.042  O16 0.957
19 O -1.648 3.165 -1.228  H20 0.957, H21 0.957
20 H -1.540 2.316 -1.656  O19 0.957
21 H -1.648 3.798 -1.946  O19 0.957
22 O -1.359 -1.912 2.184  H23 0.957, H24 0.957
23 H -1.108 -1.504 3.012  O22 0.957
24 H -0.941 -1.372 1.513  O22 0.957
25 O -3.419 0.602 -0.861  H26 0.957, H27 0.957
26 H -2.490 0.379 -0.805  O25 0.957
27 H -3.865 -0.242 -0.929  O25 0.957
28 O -1.747 1.755 2.577  H29 0.957, H30 0.957
29 H -2.432 2.093 3.153  O28 0.957
30 H -2.077 0.906 2.283  O28 0.957
31 O 1.117 -4.242 -0.415  H32 0.957, H33 0.957
32 H 0.950 -3.365 -0.760  O31 0.957
33 H 1.626 -4.676 -1.100  O31 0.957

Atom charges from the Mulliken analysis, given in e for atoms 1 to 4: -0.639 0.194 0.309 -0.710

(3)
DFT (ωB97M-V with the def2-TZVPD basis set) results for a cluster of 11 separate species, H22O11 in total at a distorted geometry.

SMILES string	O.O.O.O.O.O.O.O.O.O.O

Bonds (Å) are listed after each position.
Positions of all 33 atoms, in Å:
1 H -0.464 0.261 0.013  O23 0.974
2 H -0.280 0.864 -1.301  O23 0.931
3 H -4.781 0.595 -2.036  O24 0.945
4 H -4.219 -0.245 -0.823  O24 1.014
5 H -1.872 2.900 -0.939  O25 0.972
6 H -0.972 4.141 -0.670  O25 1.003
7 H 1.712 -2.596 0.642  O26 0.927
8 H 2.346 -3.691 -0.318  O26 1.018
9 H -4.279 -1.590 2.358  O27 0.995
10 H -4.482 -1.799 0.900  O27 0.940
11 H 3.731 -1.186 -1.902  O28 0.954
12 H 4.289 0.099 -1.682  O28 0.931
13 H 1.518 3.115 0.598  O29 1.029
14 H 2.471 3.509 -0.664  O29 0.959
15 H 1.528 -0.652 -1.354  O30 0.973
16 H 1.629 0.238 -0.091  O30 0.963
17 H -2.497 -3.650 -1.327  O31 1.003
18 H -1.279 -2.738 -1.687  O31 0.953
19 H 3.170 0.244 3.948  O32 1.020
20 H 2.711 -0.610 2.682  O32 0.929
21 H -0.279 1.672 2.970  O33 0.969
22 H -0.989 0.348 3.299  O33 0.937
23 O -0.238 0.023 -0.903  H1 0.974, H2 0.931
24 O -4.049 0.057 -1.776  H3 0.945, H4 1.014
25 O -1.681 3.788 -1.285  H5 0.972, H6 1.003
26 O 2.262 -3.342 0.634  H7 0.927, H8 1.018
27 O -4.274 -1.099 1.493  H9 0.995, H10 0.940
28 O 3.993 -0.415 -2.399  H11 0.954, H12 0.931
29 O 1.802 2.890 -0.366  H13 1.029, H14 0.959
30 O 2.068 0.033 -0.923  H15 0.973, H16 0.963
31 O -1.585 -3.357 -1.031  H17 1.003, H18 0.953
32 O 2.973 0.240 2.948  H19 1.020, H20 0.929
33 O -1.108 1.277 3.280  H21 0.969, H22 0.937

Atom charges from the Mulliken analysis, given in e for atoms 1 to 4: 0.268 0.314 0.294 0.349

(4)
DFT (ωB97M-V with the def2-TZVPD basis set) results for a cluster of 10 separate species, H22O11 in total at a distorted geometry.

Bonds (Å) are listed after each position.
Positions of all 33 atoms, in Å:
1 H 0.491 -1.156 0.974  O23 0.917
2 H -0.776 -0.388 0.582  O23 0.962
3 H -0.751 -2.928 0.779  O24 0.979
4 H -1.981 -2.671 1.634  O24 0.889
5 H 2.159 1.882 -2.022  O25 0.926
6 H 0.860 0.960 -1.794  O25 1.030
7 H 1.699 -1.873 -1.200  O26 1.002
8 H 3.199 -1.616 -1.663  O26 0.952
9 H 4.073 1.426 1.747  O27 1.015
10 H 3.869 0.027 2.136  O27 0.965
11 H 0.617 -0.357 2.405  O28 0.956
12 H 0.971 -0.306 3.943  O28 0.931
13 H -2.675 1.319 1.600  O29 1.039
14 H -3.142 -0.054 2.042  O29 0.948
15 H -1.822 0.846 -0.478  O30 1.022
16 H -1.776 2.448 -0.001  O30 0.967
17 H 1.578 -0.910 -4.342  O31 0.971
18 H 0.543 -1.407 -3.410  O31 0.999
19 H -4.627 1.083 -1.959  O32 1.025
20 H -3.126 1.100 -2.132  O32 0.967
21 H -0.507 1.456 0.206  O33 0.986
22 H 0.694 1.138 1.245  O33 0.963
23 O 0.185 -0.411 0.535  H1 0.917, H2 0.962, O33 1.623
24 O -1.728 -2.871 0.806  H3 0.979, H4 0.889
25 O 1.282 1.757 -2.291  H5 0.926, H6 1.030
26 O 2.290 -1.471 -1.903  H7 1.002, H8 0.952
27 O 4.610 0.645 2.112  H9 1.015, H10 0.965
28 O 1.040 0.120 3.117  H11 0.956, H12 0.931
29 O -2.377 0.494 2.159  H13 1.039, H14 0.948
30 O -2.273 1.764 -0.469  H15 1.022, H16 0.967
31 O 1.440 -1.674 -3.758  H17 0.971, H18 0.999
32 O -3.789 0.568 -1.671  H19 1.025, H20 0.967
33 O -0.250 1.059 1.071  H21 0.986, H22 0.963, O23 1.623

Atom charges from the Mulliken analysis, given in e for atoms 1 to 4: -0.067 0.401 0.313 0.279

Ordered energy above the lowest of the compared OMol25 structures with the same formula, charge and spin results: 211.8, 164.0, 393.3, 1118.8; unit kJ/mol.
Ordered frontier orbital gap results: 9.326, 9.289, 9.723, 7.523; unit eV.
Ordered HOMO results: -10.13, -9.64, -9.99, -7.79; unit eV.